Record 1
ORCA calculation (wB97M-V/def2-TZVPD) on a structure of composition C5H7N.

Output
Energy above the lowest of the compared OMol25 structures with the same formula, charge and spin (kcal per mole): 65.9
Charge: 0
Frontier orbital gap (eV): 10.588
HOMO (eV): -9.485
LUMO level (Ha): 0.0405

Positions of all 13 atoms, in Å:
C: -0.32 -1.11 -1.77
C: 0.84 1.11 0.08
C: -0.51 0.42 0.17
C: -0.08 0.38 1.65
N: 1.30 0.76 1.22
C: -0.17 -0.91 -0.47
H: -1.05 -0.50 -2.30
H: 0.30 -1.84 -2.26
H: 1.37 1.72 -0.66
H: -1.44 0.88 -0.19
H: -0.21 -0.54 2.22
H: -0.46 1.24 2.18
H: 0.41 -1.61 0.12

***

Record 2
ORCA calculation (wB97M-V/def2-TZVPD) on an isolated molecule of C5H7N.

Output
SMILES: C#C[C@@H]1CN1C
Energy above the lowest of the compared OMol25 structures with the same formula, charge and spin (kcal per mole): 73.5
Charge: 0
Frontier orbital gap (eV): 10.471
HOMO (eV): -9.340
LUMO level (Ha): 0.0416

Positions of all 13 atoms, in Å:
C: -1.78 -0.40 0.42
N: -0.40 0.03 0.53
C: -0.05 1.26 -0.13
C: 0.39 -0.05 -0.70
C: 1.76 -0.51 -0.59
C: 2.90 -0.89 -0.52
H: -1.83 -1.48 0.57
H: -2.24 -0.16 -0.56
H: -2.36 0.09 1.20
H: -0.83 1.80 -0.68
H: 0.66 1.89 0.39
H: -0.14 -0.37 -1.60
H: 3.91 -1.22 -0.44

***

Record 3
ORCA calculation (wB97M-V/def2-TZVPD) on an isolated molecule of C5H7N at a distorted geometry.

Output
Energy above the lowest of the compared OMol25 structures with the same formula, charge and spin (kcal per mole): 120.9
Charge: 0
Frontier orbital gap (eV): 8.669
HOMO (eV): -8.545
LUMO level (Ha): 0.0045

Positions of all 13 atoms, in Å:
C: 1.05 -0.87 -0.28
C: 1.54 0.48 -0.55
C: 0.53 1.36 0.10
N: -0.57 0.61 0.77
C: -0.26 -0.79 0.63
C: -1.42 -0.18 -0.10
H: 1.77 -1.70 -0.28
H: 1.06 1.92 0.88
H: 0.14 2.11 -0.60
H: -0.39 -1.49 1.45
H: 0.35 -1.12 -1.06
H: -2.46 -0.27 0.24
H: -1.34 -0.06 -1.19

***

Record 4
ORCA calculation (wB97M-V/def2-TZVPD) on a structure of composition C5H7N at a distorted geometry.

Output
Energy above the lowest of the compared OMol25 structures with the same formula, charge and spin (kcal per mole): 77.6
Charge: 0
Frontier orbital gap (eV): 9.146
HOMO (eV): -8.134
LUMO level (Ha): 0.0372

Positions of all 13 atoms, in Å:
C: 1.76 0.00 0.05
C: 0.59 0.04 0.71
C: -0.30 1.19 0.60
C: -1.37 0.75 -0.10
C: -1.15 -0.65 -0.39
N: -0.20 -1.12 0.55
H: 2.32 -0.93 -0.04
H: -0.10 -0.46 -1.31
H: 2.31 0.92 -0.05
H: -0.04 2.21 0.84
H: -2.19 1.33 -0.49
H: -1.95 -1.34 -0.60
H: 0.31 -1.94 0.22

***

Record 5
ORCA calculation (wB97M-V/def2-TZVPD) on an isolated molecule of C5H7N at a distorted geometry.

Output
SMILES: Cc1cc[nH]c1
Energy above the lowest of the compared OMol25 structures with the same formula, charge and spin (kcal per mole): 36.9
Charge: 0
Frontier orbital gap (eV): 9.155
HOMO (eV): -8.067
LUMO level (Ha): 0.0400

Positions of all 13 atoms, in Å:
C: -0.09 1.70 0.91
C: -0.08 0.39 0.19
C: 0.96 -0.07 -0.59
N: 0.60 -1.27 -1.07
C: -0.63 -1.68 -0.57
C: -1.10 -0.60 0.19
H: -0.68 1.65 1.83
H: 0.94 1.99 1.19
H: -0.50 2.50 0.28
H: 1.96 0.29 -0.75
H: 0.93 -1.74 -1.89
H: -0.24 -2.69 -0.39
H: -2.06 -0.47 0.68

***

Record 6
ORCA calculation (wB97M-V/def2-TZVPD) on an isolated molecule of C5H7N.

Output
Energy above the lowest of the compared OMol25 structures with the same formula, charge and spin (kcal per mole): 72.7
Charge: 0
Frontier orbital gap (eV): 9.032
HOMO (eV): -7.997
LUMO level (Ha): 0.0380

Positions of all 13 atoms, in Å:
N: -1.15 1.18 -0.33
C: -1.10 0.35 -1.23
C: -0.18 -0.84 -1.08
C: 0.38 -1.06 0.30
C: -1.20 2.10 0.55
C: 1.67 -1.03 0.61
H: 0.63 -0.68 -1.80
H: -0.72 -1.73 -1.43
H: -0.35 -1.23 1.09
H: -1.94 2.05 1.34
H: -0.51 2.93 0.48
H: 2.44 -0.85 -0.15
H: 2.02 -1.18 1.63

***

> Number 5 is which compound?

C5H7N

***

> What is the HOMO in the sixth record?

-7.997 eV

***

> The highest LUMO level belongs to which entry?

number 2